C5H11N | the ωB97M-V functional and the def2-TZVPD basis

Calculated values
Frontier orbital gap (eV): 10.41
E_HOMO (eV): -9.6
Energy relative to the best compared isomer or geometry (same formula, charge and spin) (kcal per mole): 54.5

Geometry as ORCA input:
```
! RIJCOSX wB97M-V def2-TZVPD def2/J DEFGRID3
* xyz 0 1
C -2.60362 2.08670 -2.57485
C -2.66862 1.16017 -1.63334
C -1.57626 0.88560 -0.64313
H -3.39386 2.18981 -3.30552
H -1.77974 2.79284 -2.56072
H -3.52494 0.49111 -1.61680
H -0.66771 1.31630 -1.06591
H -1.71803 1.41704 0.30484
H -1.49313 -0.14738 -0.31709
C 1.41616 -1.54412 2.40365
N 2.56669 -1.20078 1.99528
C 2.76780 -1.28325 0.57030
H 1.14322 -1.12814 3.37094
H 0.79906 -2.27399 1.87613
H 2.28797 -0.51208 -0.03073
H 2.58690 -2.25200 0.08310
H 3.82076 -1.12704 0.30507
*
```

The molecule's Löwdin atomic charges, reported in e, are given here: number 1, C, carries -0.025; number 2, C, carries -0.252; number 3, C, carries -0.122; number 4, H, carries 0.049; number 5, H, carries 0.057; number 6, H, carries 0.088; number 7, H, carries 0.068; number 8, H, carries 0.073; number 9, H, carries 0.064; number 10, C, carries -0.078; number 11, N, carries -0.084; number 12, C, carries -0.182; number 13, H, carries 0.063; number 14, H, carries 0.073; number 15, H, carries 0.071; number 16, H, carries 0.074; number 17, H, carries 0.063

---

C25H27BeCl3NOSi | the ωB97M-V functional and the def2-TZVPD basis

Calculated values
Frontier orbital gap (eV): 4.66
E_HOMO (eV): -2.0

Geometry as ORCA input:
```
! RIJCOSX wB97M-V def2-TZVPD def2/J DEFGRID3
* xyz -1 1
Be 0.21201 -1.37679 0.79963
C 0.91511 0.36791 0.79963
Si -0.00989 1.65921 -0.09047
C -1.71099 1.00091 0.47393
N -1.34909 -0.40229 0.79963
C -1.94069 -0.82719 2.07693
C -3.47179 -0.88859 2.05363
C -4.02119 -1.44629 0.74033
C -2.94959 -2.21279 -0.02077
C -1.71299 -1.34189 -0.28807
C 0.08951 1.52341 -1.97817
C -0.84759 2.19331 -2.78937
C -0.81419 2.06491 -4.18027
C 0.15121 1.26521 -4.78527
C 1.08611 0.59521 -4.00097
C 1.05701 0.72171 -2.60937
C 0.40671 3.40691 0.40613
C 0.97101 4.32621 -0.49897
C 1.28011 5.63201 -0.10777
C 1.04221 6.04411 1.19913
C 0.49681 5.15081 2.11633
C 0.18241 3.84541 1.72533
H 1.41811 0.41001 1.85413
H 2.24491 0.04451 0.27713
H -2.49639 1.10421 -0.28107
H -2.00369 1.56881 1.36413
H -1.61099 -0.16679 2.88913
H -1.53849 -1.81539 2.33743
H -3.89889 0.10661 2.22693
H -3.80779 -1.51689 2.88753
H -4.38459 -0.61909 0.11803
H -4.88619 -2.08889 0.93873
H -3.35389 -2.57879 -0.97137
H -2.65859 -3.09819 0.55883
H -1.84869 -0.81629 -1.24167
H -0.86039 -2.01329 -0.45007
H -1.61959 2.82241 -2.34817
H -1.54699 2.58621 -4.79067
H 0.17291 1.16051 -5.86647
H 1.83671 -0.03529 -4.47087
H 1.79341 0.17001 -2.02947
H 1.18531 4.04311 -1.52967
H 1.71141 6.32301 -0.82727
H 1.28731 7.05791 1.50313
H 0.31891 5.46711 3.14083
H -0.23339 3.17191 2.47423
Cl 6.00381 -5.30739 0.79963
C 4.39511 -4.68939 0.79963
C 4.18481 -3.32049 0.79963
C 2.86931 -2.89469 0.79963
Cl 2.28091 -1.30099 0.79963
C 1.74961 -3.69529 0.79963
O 0.66791 -3.02529 0.79963
C 2.00101 -5.07579 0.79963
Cl 0.71311 -6.23799 0.79963
C 3.31471 -5.57359 0.79963
H 4.99641 -2.60659 0.79963
H 3.48371 -6.64509 0.79963
H -0.94279 -2.21619 0.79963
*
```

The molecule's Löwdin atomic charges, reported in e, are given here: number 1, Be, carries -0.047; number 2, C, carries -0.374; number 3, Si, carries 0.604; number 4, C, carries -0.200; number 5, N, carries -0.293; number 6, C, carries -0.218; number 7, C, carries -0.186; number 8, C, carries -0.205; number 9, C, carries -0.180; number 10, C, carries -0.305; number 11, C, carries -0.241; number 12, C, carries -0.104; number 13, C, carries -0.104; number 14, C, carries -0.111; number 15, C, carries -0.093; number 16, C, carries -0.080; number 17, C, carries -0.238; number 18, C, carries -0.094; number 19, C, carries -0.105; number 20, C, carries -0.118; number 21, C, carries -0.105; number 22, C, carries -0.097; number 23, H, carries 0.032; number 24, H, carries -0.042; number 25, H, carries 0.076; number 26, H, carries 0.077; number 27, H, carries 0.119; number 28, H, carries 0.098; number 29, H, carries 0.093; number 30, H, carries 0.104; number 31, H, carries 0.099; number 32, H, carries 0.099; number 33, H, carries 0.105; number 34, H, carries 0.117; number 35, H, carries 0.113; number 36, H, carries 0.088; number 37, H, carries 0.103; number 38, H, carries 0.093; number 39, H, carries 0.093; number 40, H, carries 0.097; number 41, H, carries 0.091; number 42, H, carries 0.096; number 43, H, carries 0.094; number 44, H, carries 0.091; number 45, H, carries 0.093; number 46, H, carries 0.099; number 47, Cl, carries 0.618; number 48, C, carries -0.722; number 49, C, carries -0.116; number 50, C, carries -0.468; number 51, Cl, carries 0.962; number 52, C, carries -0.478; number 53, O, carries -0.161; number 54, C, carries -0.584; number 55, Cl, carries 0.645; number 56, C, carries -0.151; number 57, H, carries 0.100; number 58, H, carries 0.091; number 59, H, carries 0.026

---

C4H7NO | the ωB97M-V functional and the def2-TZVPD basis

Calculated values
Frontier orbital gap (eV): 12.07
E_HOMO (eV): -11.3
Energy relative to the best compared isomer or geometry (same formula, charge and spin) (kcal per mole): 24.7

Geometry as ORCA input:
```
! RIJCOSX wB97M-V def2-TZVPD def2/J DEFGRID3
* xyz 0 1
C -0.98531 -1.07939 -0.15322
C -0.12738 0.14798 0.17201
C 1.35684 0.03414 -0.23373
O -0.23152 0.31522 1.57359
C -0.72168 1.33020 -0.51942
N -1.16040 2.24728 -1.07100
H -0.45380 -1.99747 0.11355
H -1.89584 -1.02111 0.44903
H -1.26484 -1.11522 -1.20921
H 1.95942 0.59716 0.48771
H 1.56005 0.44420 -1.22671
H 1.69105 -1.00686 -0.19690
H 0.27341 1.10389 1.81431
*
```

The molecule's Löwdin atomic charges, reported in e, are given here: number 1, C, carries -0.017; number 2, C, carries -0.610; number 3, C, carries -0.010; number 4, O, carries -0.012; number 5, C, carries -0.159; number 6, N, carries 0.163; number 7, H, carries 0.088; number 8, H, carries 0.094; number 9, H, carries 0.094; number 10, H, carries 0.087; number 11, H, carries 0.090; number 12, H, carries 0.086; number 13, H, carries 0.105

---

C5H14NS | the ωB97M-V functional and the def2-TZVPD basis

Calculated values
Frontier orbital gap (spin up / spin down) (eV): 10.53 / 6.17
E_HOMO (spin up / spin down) (eV): -19.4 / -19.4
Energy relative to the best compared isomer or geometry (same formula, charge and spin) (kcal per mole): 60.2

Geometry as ORCA input:
```
! RIJCOSX wB97M-V def2-TZVPD def2/J DEFGRID3
* xyz 2 2
C -1.85030 -0.22224 2.89281
C 0.21311 0.85607 2.27497
N -0.66607 -0.02942 2.05282
H -1.83960 -1.28454 3.17125
H -2.79866 0.03191 2.42253
H -1.66109 0.29834 3.83928
H 0.32278 1.27618 3.26692
H 0.90566 1.09500 1.47406
H -0.63659 -0.61592 1.19616
C 0.81487 0.94858 -3.03442
C 0.89977 -0.36350 -2.33373
C 0.63962 -0.28447 -0.82224
S 0.60294 -2.00495 -0.08161
H 1.02902 0.79184 -4.02876
H 1.55925 1.63368 -2.63317
H -0.18406 1.46846 -3.02160
H 0.16935 -1.08233 -2.78177
H 1.88134 -0.78583 -2.38878
H -0.22426 0.35916 -0.65188
H 1.49461 0.23163 -0.32602
H -0.67167 -2.31763 -0.48681
*
```

The molecule's Löwdin atomic charges, reported in e, are given here: number 1, C, carries 0.024; number 2, C, carries 0.206; number 3, N, carries -0.024; number 4, H, carries 0.119; number 5, H, carries 0.126; number 6, H, carries 0.120; number 7, H, carries 0.149; number 8, H, carries 0.110; number 9, H, carries 0.061; number 10, C, carries -0.062; number 11, C, carries -0.291; number 12, C, carries -0.451; number 13, S, carries 1.156; number 14, H, carries 0.073; number 15, H, carries 0.101; number 16, H, carries 0.124; number 17, H, carries 0.138; number 18, H, carries 0.115; number 19, H, carries 0.105; number 20, H, carries 0.099; number 21, H, carries 0.002

---

C3H6O3Sm | the ωB97M-V functional and the def2-TZVPD basis

Calculated values
Frontier orbital gap (spin up / spin down) (eV): 8.96 / 10.13
E_HOMO (spin up / spin down) (eV): -18.1 / -19.0
Energy relative to the best compared isomer or geometry (same formula, charge and spin) (kcal per mole): 7.6

Geometry as ORCA input:
```
! RIJCOSX wB97M-V def2-TZVPD def2/J DEFGRID3
* xyz 2 7
H -1.70254 -1.42946 -0.29997
O -1.72720 -0.48579 0.18023
Sm 2.59447 0.16515 -0.12042
O 0.01270 0.96479 0.18686
C -0.37440 -0.20313 0.30077
O 0.27769 -1.17223 -0.16234
C -2.75908 0.57997 -0.11229
C -4.11162 -0.05242 0.01526
H -2.55061 1.34909 0.63506
H -2.53139 0.93261 -1.12157
H -4.29398 -0.41988 1.03205
H -4.84478 0.73716 -0.19870
H -4.25981 -0.85506 -0.71852
*
```

The molecule's Löwdin atomic charges, reported in e, are given here: number 1, H, carries 0.289; number 2, O, carries 0.080; number 3, Sm, carries 1.903; number 4, O, carries -0.015; number 5, C, carries -0.698; number 6, O, carries -0.071; number 7, C, carries -0.081; number 8, C, carries -0.033; number 9, H, carries 0.150; number 10, H, carries 0.150; number 11, H, carries 0.106; number 12, H, carries 0.117; number 13, H, carries 0.102

---

C2H9O2 | the ωB97M-V functional and the def2-TZVPD basis

Calculated values
Frontier orbital gap (eV): 13.55
E_HOMO (eV): -17.1
Energy relative to the best compared isomer or geometry (same formula, charge and spin) (kcal per mole): 21.9

Geometry as ORCA input:
```
! RIJCOSX wB97M-V def2-TZVPD def2/J DEFGRID3
* xyz 1 1
O -2.69085 0.80417 0.24636
H -1.10096 0.23308 0.34775
H -3.21027 0.73984 1.02742
H -3.26557 1.11873 -0.43382
C 0.52718 -0.71134 -0.46475
O -0.17877 -0.22813 0.62481
C 1.90327 -0.14471 -0.25386
H 0.67199 -1.81977 -0.40438
H 0.13270 -0.41314 -1.36370
H 0.45484 0.27123 1.15183
H 2.39658 -0.62955 0.49896
H 2.53824 -0.08152 -1.19103
H 1.82162 0.86111 0.21441
*
```

The molecule's Löwdin atomic charges, reported in e, are given here: number 1, O, carries 0.028; number 2, H, carries 0.188; number 3, H, carries 0.071; number 4, H, carries 0.078; number 5, C, carries -0.201; number 6, O, carries 0.133; number 7, C, carries -0.039; number 8, H, carries 0.164; number 9, H, carries 0.115; number 10, H, carries 0.162; number 11, H, carries 0.059; number 12, H, carries 0.138; number 13, H, carries 0.105

---

Number 1: F_max 2.6 eV/Å, total energy -6851.1635 eV. Number 2: F_max 7.4 eV/Å, total energy -75738.8997 eV. Number 3: F_max 1.1 eV/Å, total energy -7798.5728 eV. Number 4: F_max 3.1 eV/Å, total energy -17716.3230 eV. Number 5: F_max 5.7 eV/Å, total energy -27236.9974 eV. Number 6: F_max 4.8 eV/Å, total energy -6306.6373 eV.